# 1
23
Properties=species:S:1:pos:R:3 method="wB97M-V/def2-TZVPD" e_above_lowest_kcal_mol=95.5 total_energy_ha=-628.89307 lumo_energy_ha=0.0048 orbital_gap_ha=0.3443 fmax_ev_per_a=8.303
C 1.924 -1.069 -0.136
C 0.477 -1.004 -0.319
C -0.458 -1.145 0.837
C -1.972 -0.672 0.438
C -2.011 0.193 -0.952
C 0.309 0.599 -0.896
C 1.354 1.466 -0.235
H 1.649 -0.187 1.553
H 0.100 -1.569 -1.197
H -0.479 -2.155 1.261
H 0.054 -0.550 1.800
H -2.516 -1.563 0.305
H -2.365 0.055 1.357
H -1.804 -0.307 -1.889
H -3.016 0.703 -1.030
H -0.937 1.236 0.410
H 0.389 0.687 -1.981
H 1.549 2.616 1.339
N -0.885 1.205 -0.652
O 2.628 -0.340 0.769
O 2.646 -1.660 -0.891
O 0.855 2.026 0.970
O 2.509 1.432 -0.862

# 2
110
Properties=species:S:1:pos:R:3 method="wB97M-V/def2-TZVPD" e_above_lowest_kcal_mol=47.6 total_energy_ha=-4692.77336 lumo_energy_ha=0.1027 orbital_gap_ha=0.0960 charge=-2 fmax_ev_per_a=5.159
Tl -0.656 -0.608 2.042
O -0.005 -5.393 3.606
C -0.617 -6.499 3.181
C 0.068 -7.753 3.238
C -0.633 -8.857 2.856
C -1.931 -8.736 2.295
C -2.533 -7.493 2.070
C -1.946 -6.362 2.683
C -2.474 -4.938 2.602
O -2.001 -3.982 3.248
N -3.511 -4.722 1.671
N -3.901 -3.511 1.738
C -4.998 -3.090 1.104
C -5.459 -1.761 1.138
C -6.774 -1.416 0.929
C -7.203 -0.129 0.624
C -6.279 0.876 0.802
C -5.015 0.611 1.253
C -4.484 -0.693 1.344
O -3.255 -0.989 1.562
H -0.746 -4.591 3.556
H 1.014 -7.814 3.659
H -0.236 -9.863 2.787
H -2.514 -9.637 2.097
H -3.507 -7.348 1.684
H -5.565 -3.846 0.542
H -7.517 -2.225 0.978
H -8.225 0.048 0.267
H -6.482 1.864 0.441
H -4.365 1.418 1.530
N -1.100 1.718 0.644
S 0.033 2.658 0.746
N 1.488 2.524 -0.007
S 1.720 1.968 -1.426
N 1.340 0.525 -1.924
S 0.508 -0.882 -1.555
N -0.322 -1.165 -0.375
C 1.893 -2.031 -1.706
C 1.817 -3.062 -2.617
C 2.848 -3.946 -2.789
C 3.847 -3.963 -1.796
C 3.744 -3.136 -0.674
C 2.823 -2.062 -0.649
C -0.397 -0.886 -3.065
C -1.729 -0.504 -2.974
C -2.428 -0.150 -4.123
C -1.835 -0.288 -5.355
C -0.515 -0.797 -5.437
C 0.266 -0.924 -4.295
C 3.491 2.129 -1.536
C 4.276 1.955 -0.375
C 5.663 2.029 -0.393
C 6.299 2.114 -1.639
C 5.571 2.101 -2.828
C 4.152 2.144 -2.769
C 1.045 3.201 -2.616
C 1.619 4.497 -2.630
C 0.887 5.552 -3.305
C -0.162 5.213 -4.166
C -0.572 3.899 -4.286
C 0.064 2.863 -3.557
C -0.553 4.299 0.366
C -1.756 4.411 -0.241
C -2.422 5.632 -0.158
C -1.740 6.782 0.337
C -0.421 6.691 0.800
C 0.224 5.453 0.696
C 0.657 2.819 2.398
C 0.066 3.646 3.371
C 0.575 3.687 4.672
C 1.609 2.855 5.040
C 2.062 1.918 4.133
C 1.562 1.904 2.804
H 1.068 -3.102 -3.356
H 2.819 -4.701 -3.563
H 4.693 -4.609 -1.968
H 4.415 -3.307 0.163
H 2.850 -1.278 0.112
H -2.223 -0.403 -2.002
H -3.449 0.223 -4.163
H -2.371 0.098 -6.284
H -0.018 -1.030 -6.397
H 1.324 -1.023 -4.409
H 3.703 1.775 0.526
H 6.186 1.960 0.535
H 7.400 2.131 -1.684
H 6.036 1.932 -3.810
H 3.515 2.237 -3.647
H 2.572 4.645 -2.180
H 1.257 6.574 -3.199
H -0.550 6.058 -4.750
H -1.416 3.542 -4.858
H -0.260 1.864 -3.759
H -2.186 3.546 -0.729
H -3.413 5.654 -0.576
H -2.214 7.766 0.125
H 0.098 7.562 1.208
H 1.297 5.354 0.754
H -0.658 4.458 3.160
H 0.057 4.396 5.343
H 1.978 2.861 6.068
H 2.745 1.125 4.416
H 1.957 1.098 2.156
F 3.865 -0.947 4.741
Te 2.584 -1.806 3.538
F 2.063 -3.071 4.761
F 1.670 -3.003 2.400
F 3.968 -3.064 3.185
F 3.139 -0.583 2.008
O 1.051 -0.886 3.865

# 3
11
Properties=species:S:1:pos:R:3 method="wB97M-V/def2-TZVPD" e_above_lowest_kcal_mol=94.6 total_energy_ha=-608.19992 lumo_energy_ha=0.0008 orbital_gap_ha=0.3005 fmax_ev_per_a=2.883
C 0.344 -1.232 -0.871
C -0.718 -0.467 -0.649
C -1.870 0.093 -0.381
C 1.148 1.057 1.000
N 1.417 -1.393 -0.048
S 1.945 -0.357 0.942
H 0.432 -1.726 -1.778
H -2.180 1.122 -0.543
H -2.520 -0.489 0.223
H 1.680 1.697 1.644
H 0.323 1.695 0.463

# 4
17
Properties=species:S:1:pos:R:3 method="wB97M-V/def2-TZVPD" e_above_lowest_kcal_mol=24.6 total_energy_ha=-3334.53983 lumo_energy_ha=-0.0038 orbital_gap_ha=0.3399 fmax_ev_per_a=2.843
C -2.601 1.499 2.510
C -2.212 0.632 1.604
C 1.064 0.645 -1.390
C 1.908 -1.370 -0.365
N 0.967 -0.572 -1.045
O -0.808 -2.023 -2.167
O -1.845 -0.149 -1.230
S -1.019 -1.303 -0.949
Br -0.802 -0.544 2.023
H -2.032 1.734 3.454
H -3.434 2.222 2.399
H -2.541 0.388 0.602
H 0.201 1.074 -1.860
H 2.085 1.084 -1.397
H 3.011 -1.253 -0.670
H 1.799 -1.144 0.793
H 1.464 -2.433 -0.556